Record 1
Molecular formula: C6H10O
Method: DFT, wB97M-V/def2-TZVPD

Each line ends with the natural charge from an NBO analysis.
Atoms and positions in Å:
C: 0.6191 -1.5620 0.2568  -0.40
C: 1.5326 -1.1526 -0.8554  -0.41
C: 1.3567 -0.2414 0.3267  -0.29
C: 0.6035 1.0379 0.2414  -0.15
C: -0.0531 1.5083 -0.8192  -0.43
C: -2.5554 0.4952 0.7365  0.29
O: -2.6569 -0.6859 0.9529  -0.52
H: -0.4522 -1.5183 0.0832  0.23
H: 0.9363 -2.3555 0.9273  0.22
H: 2.4884 -1.6588 -0.9558  0.22
H: 1.0890 -0.8600 -1.8029  0.21
H: 2.1865 -0.2156 1.0300  0.22
H: 0.5856 1.6211 1.1632  0.20
H: -0.5961 2.4490 -0.7748  0.20
H: -0.0662 0.9867 -1.7734  0.19
H: -2.1779 1.2057 1.4971  0.11
H: -2.8399 0.9461 -0.2335  0.11

Max |F| ... 0.55 eV/A
Frontier orbital gap ... 0.37953 Eh
E_HOMO ... -9.375 eV
Multiplicity ... 1
Energy above the lowest of the compared OMol25 structures with the same formula, charge and spin ... 47.0 kcal per mole
DFT total energy ... -8429.2030 eV
LUMO energy ... 0.952 eV
SMILES string ... C=CC1CC1.C=O

=====

Record 2
Molecular formula: C26H33AlGeN5S
Method: DFT, wB97M-V/def2-TZVPD

Each line ends with the natural charge from an NBO analysis.
Atoms and positions in Å:
Al: -1.8423 1.3160 -0.4776  1.52
N: -1.8489 2.0509 -2.7060  -0.85
C: -1.1294 1.8411 -3.9683  -0.22
C: -1.2409 0.3888 -4.4295  -0.22
N: -0.8404 -0.5770 -3.4380  -0.46
C: -1.7859 -1.6538 -3.2128  -0.21
C: -2.9679 -1.2607 -2.3261  -0.22
N: -2.5032 -0.6601 -1.0795  -0.90
C: 0.5603 -0.9637 -3.5036  -0.21
C: 1.5947 0.1162 -3.1516  -0.22
N: 1.2459 0.8918 -1.9717  -0.84
H: -2.8375 1.8491 -2.8135  0.39
H: -1.8146 3.0309 -2.4407  0.40
H: -0.0867 2.1262 -3.8387  0.21
H: -1.5471 2.4729 -4.7561  0.17
H: -0.6526 0.2575 -5.3507  0.18
H: -2.2892 0.2179 -4.6948  0.19
H: -1.2569 -2.4761 -2.7269  0.20
H: -2.1917 -2.0522 -4.1563  0.17
H: -3.5703 -2.1528 -2.1454  0.19
H: -3.6087 -0.5343 -2.8352  0.19
H: -1.8406 -1.2626 -0.5926  0.42
H: -3.2615 -0.5257 -0.4100  0.42
H: 0.8184 -1.3132 -4.5197  0.15
H: 0.6997 -1.8109 -2.8300  0.20
H: 1.7017 0.8015 -3.9953  0.17
H: 2.5598 -0.3970 -3.0523  0.17
H: 1.8947 1.6632 -1.8457  0.37
H: 1.3701 0.3370 -1.1343  0.38
S: -5.6036 3.9761 -0.9593  -0.25
C: -4.5114 2.7928 -0.8713  0.22
N: -3.7142 1.9301 -0.8326  -0.77
C: -1.5058 1.3194 1.3193  -1.90
Ge: -0.0333 0.3208 1.8929  1.48
C: 0.1452 -1.6997 1.7287  -0.40
C: 0.0606 -2.3171 0.4747  -0.25
C: 0.1285 -3.6979 0.3149  -0.22
C: 0.2665 -4.5143 1.4310  -0.25
C: 0.3283 -3.9317 2.6913  -0.24
C: 0.2651 -2.5472 2.8337  -0.15
C: 1.8255 0.8391 1.2649  -0.41
C: 2.0747 2.2026 1.0605  -0.22
C: 3.2686 2.6492 0.5053  -0.23
C: 4.2516 1.7345 0.1289  -0.25
C: 4.0325 0.3784 0.3326  -0.25
C: 2.8337 -0.0578 0.8983  -0.20
C: 0.2016 0.5689 3.8641  -0.32
C: 1.3696 0.2243 4.5505  -0.25
C: 1.5165 0.4837 5.9107  -0.24
C: 0.4881 1.1021 6.6138  -0.23
C: -0.6786 1.4615 5.9462  -0.23
C: -0.8144 1.1990 4.5854  -0.23
H: -0.0630 -1.6972 -0.4134  0.19
H: 0.0721 -4.1371 -0.6763  0.19
H: 0.3189 -5.5906 1.3191  0.20
H: 0.4248 -4.5617 3.5676  0.20
H: 0.3100 -2.1169 3.8287  0.21
H: 1.2911 2.9130 1.3122  0.23
H: 3.4352 3.7106 0.3556  0.20
H: 5.1797 2.0782 -0.3142  0.20
H: 4.7955 -0.3407 0.0531  0.20
H: 2.6805 -1.1241 1.0476  0.20
H: 2.1871 -0.2495 4.0104  0.20
H: 2.4343 0.2115 6.4220  0.19
H: 0.5997 1.3099 7.6720  0.19
H: -1.4786 1.9571 6.4866  0.20
H: -1.7118 1.5002 4.0473  0.24

Max |F| ... 0.77 eV/A
Frontier orbital gap ... 0.18005 Eh
E_HOMO ... -2.485 eV
Multiplicity ... 1
Net charge ... -1
Energy above the lowest of the compared OMol25 structures with the same formula, charge and spin ... 4.1 kcal per mole
DFT total energy ... -108896.1305 eV
LUMO energy ... 2.415 eV

=====

Record 3
Molecular formula: C37H26ClIN5O3RbS2
Method: DFT, wB97M-V/def2-TZVPD

Each line ends with the natural charge from an NBO analysis.
Atoms and positions in Å:
Rb: 0.3032 -0.4921 0.6031  0.92
Cl: -5.0990 -2.1538 6.7478  -0.09
C: -4.1093 -1.8127 5.3375  -0.13
C: -3.8300 -2.8401 4.4277  -0.21
C: -3.0618 -2.5932 3.3245  -0.30
C: -2.5268 -1.2871 3.0256  0.43
O: -1.8442 -1.0568 2.0025  -0.74
C: -2.8276 -0.2604 4.0043  -0.20
C: -2.2930 1.0704 3.9067  0.15
N: -1.5815 1.5459 2.9551  -0.44
C: -1.1640 2.8647 3.0607  0.16
C: -2.0238 3.9117 3.3138  -0.28
C: -1.5575 5.2390 3.3872  -0.21
C: -0.2343 5.5258 3.2162  -0.22
C: 0.6828 4.4826 2.9411  -0.11
C: 2.0655 4.7107 2.7500  -0.16
C: 2.8888 3.6576 2.4840  -0.25
C: 2.3266 2.3644 2.3852  0.06
N: 1.0527 2.1190 2.5467  -0.42
C: 0.2231 3.1478 2.8410  0.20
C: -3.6046 -0.5554 5.1347  -0.20
H: -4.2232 -3.8330 4.6118  0.21
H: -2.8341 -3.3872 2.6234  0.21
H: -2.5090 1.7013 4.7854  0.13
H: -3.0799 3.7060 3.4368  0.21
H: -2.2676 6.0344 3.5816  0.20
H: 0.1320 6.5445 3.2775  0.19
H: 2.4471 5.7240 2.8174  0.20
H: 3.9518 3.7853 2.3272  0.21
H: 2.9610 1.5138 2.1588  0.23
H: -3.8056 0.2287 5.8573  0.20
C: 2.9116 -3.1120 -2.1573  -0.65
C: 1.5484 -3.7091 -1.9919  0.16
N: 1.4212 -5.0099 -1.9529  -0.44
C: 0.1896 -5.5400 -1.7640  -0.07
C: -0.9440 -4.7868 -1.6109  -0.07
C: -2.2630 -5.4806 -1.4102  -0.08
O: -3.1725 -5.3338 -2.5082  -0.73
C: -0.8534 -3.3732 -1.6968  -0.24
C: -2.0683 -2.5861 -1.5411  0.12
N: -2.4382 -1.4721 -2.0531  -0.49
C: -1.7050 -0.8046 -3.0329  0.23
C: -1.2695 -1.4410 -4.1976  -0.25
C: -0.6196 -0.7345 -5.1919  -0.19
C: -0.3942 0.6282 -5.0514  -0.24
C: -0.8441 1.2800 -3.9149  -0.24
C: -1.5149 0.5751 -2.9281  -0.20
I: -2.1971 1.5813 -1.2261  0.15
C: 0.4326 -2.7752 -1.8708  0.37
O: 0.6470 -1.5356 -1.8924  -0.76
H: 3.6402 -3.8984 -2.3445  0.21
H: 2.9119 -2.3823 -2.9700  0.22
H: 3.1963 -2.5589 -1.2571  0.24
H: 0.1352 -6.6243 -1.7376  0.16
H: -2.0915 -6.5526 -1.3107  0.18
H: -2.7499 -5.1392 -0.4882  0.16
H: -3.2141 -4.3943 -2.7190  0.47
H: -2.8124 -3.0237 -0.8702  0.18
H: -1.4227 -2.5092 -4.2898  0.22
H: -0.2698 -1.2551 -6.0754  0.20
H: 0.1368 1.1824 -5.8149  0.20
H: -0.6744 2.3420 -3.7901  0.21
S: 4.1339 -0.9380 1.5321  -0.39
C: 4.0337 0.1914 0.2735  -0.07
N: 2.9489 0.6968 -0.2517  -0.59
C: 3.2208 1.6118 -1.2398  0.21
C: 2.2539 2.2950 -1.9814  -0.24
C: 2.6535 3.1956 -2.9521  -0.22
C: 4.0066 3.4304 -3.2018  -0.26
C: 4.9797 2.7580 -2.4779  -0.23
C: 4.5856 1.8532 -1.5030  -0.25
S: 5.5322 0.8525 -0.4432  0.29
H: 1.2057 2.0964 -1.7916  0.22
H: 1.9040 3.7222 -3.5316  0.20
H: 4.3011 4.1373 -3.9687  0.19
H: 6.0306 2.9351 -2.6752  0.20

Max |F| ... 0.56 eV/A
Frontier orbital gap ... 0.23266 Eh
E_HOMO ... -2.444 eV
Multiplicity ... 1
Net charge ... -2
Energy above the lowest of the compared OMol25 structures with the same formula, charge and spin ... 0.0 kcal per mole
DFT total energy ... -95337.5602 eV
LUMO energy ... 3.887 eV